{"formula": "C2H8O3", "method": "ωB97M-V/def2-TZVPD", "lumo_energy_ev": 0.7, "relative_energy_kj_mol": 118.5, "charge": 0, "smiles": "C=CO.O.O", "largest_force_ev_per_a": 1.06, "mol_weight_g_mol": 80.08, "symbols": ["O", "O", "H", "H", "H", "H", "H", "C", "H", "H", "O", "H", "C"], "positions_angstrom": [[-2.181, 6.789, 1.634], [0.873, -0.091, -2.026], [1.816, -0.195, -1.868], [0.787, 0.480, -2.795], [1.155, -3.710, 1.142], [1.644, -3.909, -0.614], [0.163, -2.016, -1.191], [0.132, -2.512, -0.232], [-1.413, 6.267, 1.375], [-0.675, -2.002, 1.427], [-0.960, -2.216, 0.531], [-2.447, 6.446, 2.491], [1.106, -3.331, 0.126]], "lowdin_charge": [-0.062, -0.055, 0.043, 0.041, 0.052, 0.050, 0.077, -0.293, 0.033, 0.099, -0.008, 0.029, -0.005]}

---

{"formula": "C2H8O3", "method": "ωB97M-V/def2-TZVPD", "lumo_energy_ev": 0.6, "relative_energy_kj_mol": 129.0, "charge": 0, "smiles": "C=CO.O.O", "largest_force_ev_per_a": 3.35, "mol_weight_g_mol": 80.08, "symbols": ["O", "H", "H", "H", "H", "H", "C", "C", "H", "O", "O", "H", "H"], "positions_angstrom": [[-0.501, -5.658, 3.108], [0.473, 0.668, -0.915], [-1.019, 2.229, -1.842], [0.849, 3.918, -0.244], [0.305, -5.269, 3.557], [1.001, -1.464, -0.784], [-0.065, 3.777, -0.723], [-0.288, 2.524, -1.162], [-0.576, 4.661, -1.111], [0.745, 1.603, -0.962], [0.201, -0.976, -0.843], [0.046, -0.739, -1.717], [-1.170, -5.273, 3.637]], "lowdin_charge": [-0.067, 0.011, 0.080, 0.032, 0.067, 0.060, 0.009, -0.235, 0.054, -0.057, 0.021, 0.025, -0.001]}

---

{"formula": "C2H8O5", "method": "ωB97M-V/def2-TZVPD", "lumo_energy_ev": 0.7, "relative_energy_kj_mol": 259.9, "charge": 0, "largest_force_ev_per_a": 4.03, "mol_weight_g_mol": 112.08, "symbols": ["H", "H", "O", "H", "H", "H", "H", "O", "O", "C", "H", "C", "O", "H", "O"], "positions_angstrom": [[1.600, 1.364, -1.259], [-2.260, -0.925, -1.193], [-1.219, 1.100, -0.603], [2.235, -1.675, -0.532], [-1.264, -0.533, 1.516], [-0.457, -0.519, 1.375], [-2.932, 1.236, 0.469], [1.375, -1.471, -0.137], [-2.836, -0.461, -0.564], [-2.211, 0.609, -0.072], [0.142, 0.292, -0.102], [1.266, -0.099, -0.012], [1.858, 0.400, 1.143], [2.811, 0.230, 1.114], [1.893, 0.453, -1.144]], "lowdin_charge": [0.101, 0.135, -0.005, 0.106, 0.104, 0.102, 0.153, 0.024, 0.080, -0.415, 0.095, -0.618, 0.018, 0.105, 0.014]}

---

{"formula": "C2H8OS", "method": "ωB97M-V/def2-TZVPD", "lumo_energy_ev": 0.8, "relative_energy_kj_mol": 84.2, "charge": 0, "smiles": "CO.CS", "largest_force_ev_per_a": 1.96, "mol_weight_g_mol": 80.15, "symbols": ["H", "O", "H", "H", "H", "C", "H", "H", "H", "C", "S", "H"], "positions_angstrom": [[-1.313, 0.269, -2.415], [0.618, -0.434, -2.869], [-0.297, -0.401, -1.064], [-1.653, 0.411, 0.876], [0.009, 1.172, -1.693], [-0.314, 0.165, -1.992], [-1.638, -0.212, 2.533], [-1.012, 1.421, 2.325], [1.070, 0.798, 1.000], [-1.168, 0.473, 1.832], [0.526, -0.258, 1.628], [0.797, 0.181, -3.578]], "lowdin_charge": [0.077, -0.111, 0.028, 0.005, 0.076, -0.188, 0.018, 0.020, -0.160, -0.435, 0.601, 0.069]}

---

{"formula": "C2H8OS", "method": "ωB97M-V/def2-TZVPD", "lumo_energy_ev": 0.8, "relative_energy_kj_mol": 36.7, "charge": 0, "smiles": "CCS.O", "largest_force_ev_per_a": 1.22, "mol_weight_g_mol": 80.15, "symbols": ["H", "H", "H", "H", "H", "H", "H", "C", "H", "O", "C", "S"], "positions_angstrom": [[-0.048, 1.151, 0.785], [1.796, -3.022, 0.841], [0.564, 0.314, -0.676], [-1.334, 1.732, -2.658], [-0.239, -1.402, 1.723], [1.376, -0.662, 1.928], [-1.018, -0.150, 0.025], [0.611, -0.946, 1.180], [-1.662, 2.295, -1.244], [-1.429, 2.575, -2.159], [0.007, 0.179, 0.267], [1.377, -2.063, -0.012]], "lowdin_charge": [0.071, -0.150, 0.047, 0.048, 0.068, 0.065, 0.068, -0.623, 0.035, -0.088, -0.217, 0.675]}

---

{"formula": "C2H8OS", "method": "ωB97M-V/def2-TZVPD", "lumo_energy_ev": 0.2, "relative_energy_kj_mol": 217.3, "charge": 0, "smiles": "CSC.O", "largest_force_ev_per_a": 4.93, "mol_weight_g_mol": 80.15, "symbols": ["H", "H", "H", "C", "H", "C", "H", "H", "H", "S", "H", "O"], "positions_angstrom": [[-0.067, 1.848, -0.348], [-0.634, -2.671, -0.361], [-1.948, -1.571, -0.196], [-0.826, -1.640, -0.066], [-0.136, 0.799, 1.113], [-0.573, 1.016, 0.145], [1.511, 0.642, -0.235], [-0.857, -1.448, 1.043], [-1.590, 0.775, -0.128], [0.183, -0.741, -1.060], [2.907, 1.614, -0.146], [2.031, 1.378, 0.240]], "lowdin_charge": [0.022, 0.021, 0.054, -0.650, 0.034, -0.091, -0.082, 0.060, 0.017, 0.736, 0.056, -0.178]}

---

{"formula": "C2H8OS2", "method": "ωB97M-V/def2-TZVPD", "lumo_energy_ev": 0.5, "relative_energy_kj_mol": 73.2, "charge": 0, "smiles": "CSS.CO", "largest_force_ev_per_a": 0.79, "mol_weight_g_mol": 112.22, "symbols": ["H", "H", "C", "H", "H", "H", "H", "O", "C", "S", "H", "H", "S"], "positions_angstrom": [[2.753, 1.534, 1.450], [-0.314, -1.691, -1.230], [1.685, 1.359, 1.355], [0.574, 0.382, 0.026], [1.275, 1.147, 2.348], [-1.384, -1.190, -2.603], [-0.064, -0.157, -2.142], [1.443, 0.311, 0.450], [-0.784, -0.865, -1.750], [-1.741, 0.101, -0.542], [1.238, 2.283, 1.013], [-1.855, -1.891, 1.175], [-2.826, -1.323, 0.450]], "lowdin_charge": [0.076, 0.034, -0.172, -0.029, 0.076, 0.037, 0.029, -0.151, -0.459, 0.367, 0.073, -0.193, 0.313]}

---

{"formula": "C2H8P2S", "method": "ωB97M-V/def2-TZVPD", "lumo_energy_ev": [-1.7, -1.9], "relative_energy_kj_mol": 632.2, "charge": 0, "largest_force_ev_per_a": 6.06, "mol_weight_g_mol": 126.10, "symbols": ["H", "H", "S", "C", "H", "P", "H", "C", "H", "H", "H", "P", "H"], "positions_angstrom": [[1.646, 1.016, 1.773], [3.152, 0.780, -1.328], [1.276, 0.008, -0.162], [-2.145, -0.537, -0.912], [-2.412, -1.454, -2.050], [0.721, -1.832, 0.683], [-0.157, 0.506, 1.802], [0.765, 1.045, 1.231], [-2.964, 0.079, -0.891], [-2.485, -1.374, -0.219], [-1.109, -0.129, -0.680], [3.319, -0.054, -0.227], [0.391, 1.947, 0.980]], "lowdin_charge": [-0.024, -0.255, -0.036, -0.102, 0.161, 0.414, 0.082, -0.415, -0.066, -0.007, -0.077, 0.337, -0.010]}

---

{"formula": "C2H8P2S2", "method": "ωB97M-V/def2-TZVPD", "lumo_energy_ev": [-1.3, -1.3], "relative_energy_kj_mol": 404.5, "charge": 0, "largest_force_ev_per_a": 2.81, "mol_weight_g_mol": 158.17, "symbols": ["H", "P", "H", "H", "C", "H", "H", "H", "C", "S", "H", "H", "P", "S"], "positions_angstrom": [[-1.706, 1.625, 0.686], [0.486, -1.486, -0.227], [-0.806, 2.802, -0.299], [-1.381, -0.551, -1.812], [-0.333, -0.666, -1.520], [0.257, -0.120, -2.321], [1.474, 2.203, 1.507], [1.418, 1.213, -0.173], [-0.878, 1.785, -0.023], [-0.687, -2.992, 0.388], [1.764, -2.202, -0.853], [-0.364, -2.836, 1.675], [0.568, 1.383, 0.864], [0.190, -0.158, 2.109]], "lowdin_charge": [-0.021, 0.255, -0.047, 0.014, -0.324, 0.036, -0.064, -0.072, -0.352, 0.393, 0.040, -0.207, 0.233, 0.117]}

---

{"formula": "C2H8S2", "method": "ωB97M-V/def2-TZVPD", "lumo_energy_ev": [3.1, 3.1], "relative_energy_kj_mol": 109.1, "charge": -1, "largest_force_ev_per_a": 0.59, "mol_weight_g_mol": 96.22, "spin_multiplicity": 2, "symbols": ["C", "H", "H", "H", "H", "H", "S", "H", "C", "S", "H", "H"], "positions_angstrom": [[0.937, 0.032, -1.561], [-0.011, -2.189, 1.237], [1.495, -1.320, 0.999], [0.032, -0.399, 1.341], [0.442, 0.951, -1.246], [0.997, 0.060, -2.648], [-2.286, 1.276, 1.242], [1.940, 0.016, -1.136], [0.417, -1.275, 0.826], [-0.035, -1.369, -0.934], [-2.784, 2.243, 0.466], [-1.145, 1.972, 1.414]], "lowdin_charge": [-0.504, 0.011, 0.024, -0.033, -0.004, 0.017, 0.006, 0.019, -0.519, 0.592, -0.310, -0.299]}

---

{"formula": "C2H8S2", "method": "ωB97M-V/def2-TZVPD", "lumo_energy_ev": 1.0, "relative_energy_kj_mol": 45.1, "charge": 0, "smiles": "CS.CS", "largest_force_ev_per_a": 1.26, "mol_weight_g_mol": 96.22, "symbols": ["S", "S", "C", "H", "H", "H", "H", "H", "H", "H", "H", "C"], "positions_angstrom": [[-4.936, -0.488, -1.307], [5.546, 0.815, 2.268], [-4.054, -1.331, -2.618], [5.516, 2.165, 2.302], [-4.350, 0.726, -1.375], [3.323, 1.266, 1.556], [3.452, -0.386, 2.236], [3.369, 1.030, 3.331], [-3.023, -1.618, -2.352], [-4.014, -0.611, -3.453], [-4.594, -2.232, -2.956], [3.764, 0.664, 2.368]], "lowdin_charge": [0.603, 0.603, -0.531, -0.150, -0.156, 0.026, 0.030, 0.029, 0.028, 0.024, 0.032, -0.538]}

---

{"formula": "C2H8S2", "method": "ωB97M-V/def2-TZVPD", "lumo_energy_ev": 0.5, "relative_energy_kj_mol": 120.4, "charge": 0, "smiles": "CCS.S", "largest_force_ev_per_a": 4.30, "mol_weight_g_mol": 96.22, "symbols": ["C", "H", "H", "H", "H", "C", "H", "S", "H", "S", "H", "H"], "positions_angstrom": [[-0.031, -1.364, 0.764], [-1.299, -0.015, -0.408], [-1.103, 0.443, 1.291], [-0.386, -2.398, 0.591], [0.497, 2.048, -2.649], [-1.157, -0.455, 0.619], [-2.144, -0.967, 0.866], [1.287, -1.449, -0.450], [2.156, -0.412, 0.348], [0.305, 3.009, -1.669], [0.505, -1.137, 1.676], [1.368, 2.697, -0.978]], "lowdin_charge": [-0.725, 0.071, 0.081, 0.056, -0.182, -0.211, 0.090, 0.607, -0.023, 0.448, 0.052, -0.265]}

---

{"formula": "C2H8S3", "method": "ωB97M-V/def2-TZVPD", "lumo_energy_ev": 0.4, "relative_energy_kj_mol": 51.9, "charge": 0, "smiles": "CSS.CS", "largest_force_ev_per_a": 0.66, "mol_weight_g_mol": 128.29, "symbols": ["H", "S", "H", "H", "H", "H", "C", "C", "S", "S", "H", "H", "H"], "positions_angstrom": [[-2.155, 1.209, -2.208], [-1.659, -1.056, -0.455], [-0.667, 2.128, -2.049], [-2.213, 2.665, -1.236], [1.852, 1.172, 1.179], [3.086, 0.928, -0.076], [2.149, 0.563, 0.334], [-1.575, 1.837, -1.531], [2.368, -1.091, 1.073], [-1.180, 0.936, -0.010], [1.396, 0.623, -0.440], [-0.731, -1.526, 0.393], [2.154, -0.719, 2.335]], "lowdin_charge": [0.025, 0.309, 0.026, 0.023, 0.016, 0.020, -0.509, -0.465, 0.615, 0.370, -0.036, -0.227, -0.166]}

---

{"formula": "C2H8S4", "method": "ωB97M-V/def2-TZVPD", "lumo_energy_ev": 0.3, "relative_energy_kj_mol": 142.9, "charge": 0, "smiles": "CSS.CSS", "largest_force_ev_per_a": 2.42, "mol_weight_g_mol": 160.35, "symbols": ["C", "H", "H", "C", "H", "S", "S", "H", "H", "H", "S", "H", "S", "H"], "positions_angstrom": [[-2.728, 0.179, 0.102], [1.440, -3.580, 0.556], [-3.651, -0.192, -0.391], [1.196, -2.510, 0.285], [0.390, -0.010, -2.062], [-0.751, 0.636, -2.284], [1.067, 0.498, 1.685], [-0.038, -0.254, 1.499], [-3.044, 0.687, 0.956], [-2.061, -0.662, 0.437], [-1.601, 1.461, -0.708], [0.150, -2.613, 0.572], [2.210, -1.159, 1.116], [1.200, -2.362, -0.822]], "lowdin_charge": [-0.415, 0.052, 0.049, -0.452, -0.215, 0.272, 0.272, -0.223, -0.013, 0.019, 0.300, 0.012, 0.318, 0.024]}

---

{"formula": "C2H8S4", "method": "ωB97M-V/def2-TZVPD", "lumo_energy_ev": [-4.7, -8.3], "relative_energy_kj_mol": 38.4, "charge": 1, "largest_force_ev_per_a": 0.64, "mol_weight_g_mol": 160.35, "spin_multiplicity": 2, "symbols": ["H", "H", "S", "H", "H", "H", "H", "C", "H", "H", "S", "S", "C", "S"], "positions_angstrom": [[-0.759, -1.259, -0.749], [3.039, -1.515, -1.359], [-1.627, 0.363, 1.387], [3.381, 0.150, -1.991], [4.346, -0.515, -0.705], [-1.367, 0.930, 0.196], [-2.229, -1.588, -1.715], [3.345, -0.499, -1.128], [-1.608, -2.786, -0.547], [0.195, 1.068, -1.106], [-2.734, -1.109, 0.608], [2.213, 0.152, 0.140], [-1.732, -1.724, -0.747], [1.309, 1.740, -0.839]], "lowdin_charge": [0.015, 0.027, 0.599, 0.026, 0.033, -0.151, 0.075, -0.448, 0.065, -0.276, 0.672, 0.370, -0.368, 0.360]}

---

{"formula": "C2H8Si2", "method": "ωB97M-V/def2-TZVPD", "lumo_energy_ev": 0.9, "relative_energy_kj_mol": 0.0, "charge": 0, "largest_force_ev_per_a": 4.17, "mol_weight_g_mol": 88.26, "symbols": ["H", "H", "H", "H", "H", "Si", "C", "Si", "H", "H", "C", "H"], "positions_angstrom": [[-2.471, 0.372, -0.181], [0.359, -0.006, -2.441], [-0.179, -2.004, -1.417], [-1.117, 1.655, -0.759], [1.701, -1.485, 0.615], [-0.128, 0.415, 1.193], [-1.355, 0.586, -0.362], [0.104, -0.496, -1.158], [0.163, 1.567, 2.042], [2.235, 0.139, -0.107], [1.425, -0.551, 0.202], [-0.737, -0.191, 2.373]], "lowdin_charge": [0.036, -0.084, -0.037, 0.029, -0.015, 0.560, -0.414, 0.466, -0.090, 0.013, -0.379, -0.083]}

---

{"formula": "C2H9BN3O", "method": "ωB97M-V/def2-TZVPD", "lumo_energy_ev": -5.2, "charge": 1, "smiles": "CB(O)NC(N)=[NH2+]", "largest_force_ev_per_a": 3.14, "mol_weight_g_mol": 101.93, "symbols": ["O", "H", "C", "N", "H", "H", "H", "H", "H", "H", "B", "N", "C", "N", "H", "H"], "positions_angstrom": [[1.744, 1.731, -0.596], [-0.419, -1.063, -1.714], [-1.182, -0.089, -0.048], [-0.363, 0.859, 0.312], [-2.790, 0.932, 0.355], [1.365, 1.850, -1.481], [1.239, -1.153, 1.188], [-0.711, 1.798, 0.119], [-0.889, -2.054, -0.388], [-2.474, -0.214, 1.424], [1.119, 0.697, 0.017], [-0.823, -1.130, -0.793], [1.870, -0.578, 0.522], [-2.518, -0.052, 0.414], [2.034, -1.214, -0.341], [2.797, -0.321, 1.012]], "lowdin_charge": [0.194, 0.151, -0.408, 0.254, 0.114, 0.132, 0.064, 0.177, 0.154, 0.124, -0.510, 0.229, 0.022, 0.139, 0.078, 0.085]}

---

{"formula": "C2H9BNO2", "method": "ωB97M-V/def2-TZVPD", "lumo_energy_ev": [-4.5, -4.7], "relative_energy_kj_mol": 396.6, "charge": 1, "largest_force_ev_per_a": 4.34, "mol_weight_g_mol": 89.91, "symbols": ["C", "H", "B", "H", "H", "O", "H", "H", "H", "C", "N", "H", "H", "H", "O"], "positions_angstrom": [[-1.583, -0.508, -0.194], [-1.939, -0.654, -1.259], [1.876, 0.088, -0.012], [3.626, -0.693, 0.587], [2.099, 1.848, -0.467], [3.229, 0.035, 0.175], [-1.930, -0.955, 0.779], [0.880, -1.785, -0.710], [0.559, -1.706, 1.020], [0.845, -1.089, 0.116], [-1.551, 0.920, 0.155], [-2.426, 1.425, 0.221], [-1.070, 1.353, -0.662], [-0.740, 1.170, 0.775], [1.322, 1.303, -0.254]], "lowdin_charge": [0.018, 0.109, -0.708, 0.092, 0.138, 0.223, 0.097, 0.055, 0.083, 0.197, 0.068, 0.163, 0.153, 0.164, 0.148]}

---

{"formula": "C2H9BrSi2", "method": "ωB97M-V/def2-TZVPD", "lumo_energy_ev": 0.1, "relative_energy_kj_mol": 138.4, "charge": 0, "smiles": "C[Si](C)([SiH3])Br", "largest_force_ev_per_a": 5.73, "mol_weight_g_mol": 169.17, "symbols": ["H", "Br", "Si", "H", "H", "H", "H", "C", "Si", "H", "C", "H", "H", "H"], "positions_angstrom": [[0.364, 2.114, 0.930], [0.203, -0.489, -2.701], [-0.139, -0.153, -0.421], [-0.319, -3.056, 0.792], [-2.570, -0.314, -0.544], [1.681, 2.383, -0.291], [-2.285, 1.095, -1.418], [1.188, 1.601, 0.354], [0.701, -1.929, 0.704], [-2.066, 1.106, 0.326], [-1.904, 0.487, -0.429], [1.901, 1.259, 1.154], [1.730, -1.322, 1.673], [1.516, -2.781, -0.130]], "lowdin_charge": [-0.016, 0.190, 0.140, -0.095, -0.006, 0.007, 0.107, -0.198, 0.449, -0.051, -0.298, -0.019, -0.079, -0.131]}

---

{"formula": "C2H9LiOP", "method": "ωB97M-V/def2-TZVPD", "lumo_energy_ev": -5.0, "charge": 1, "largest_force_ev_per_a": 0.39, "mol_weight_g_mol": 87.01, "symbols": ["H", "C", "H", "Li", "H", "H", "O", "P", "H", "C", "H", "H", "H", "H"], "positions_angstrom": [[-1.085, -1.438, 0.982], [1.503, 0.071, -0.392], [-0.087, 1.494, -0.210], [-1.210, 2.668, 0.633], [-2.652, -1.223, -0.296], [0.321, 0.616, 1.318], [2.226, -0.797, 0.451], [-1.395, -0.563, -0.080], [1.296, -0.371, -1.380], [0.181, 0.514, 0.230], [-2.162, 0.645, 0.212], [2.182, 0.908, -0.562], [-0.943, -0.852, -1.393], [1.825, -1.671, 0.488]], "lowdin_charge": [-0.003, -0.327, 0.000, 0.843, -0.068, 0.086, -0.049, 0.710, 0.111, -0.448, -0.072, 0.124, 0.000, 0.093]}